This record from the Open Molecules 2025 dataset describes a 2-piece molecular cluster, C22H32F6N2O3PS2 overall at a distorted geometry. The level of theory is ωB97M-V/def2-TZVPD.

Each line ends with the Löwdin charge.
Atoms and positions in Å:
S (-2.55, 2.44, -0.22)  0.8079
S (-2.48, 4.43, 1.94)  0.7177
P (-1.25, 0.82, 5.03)  0.2962
F (-0.13, -0.26, 4.53)  -0.2039
F (-2.87, 0.92, 5.21)  -0.1955
F (-1.30, 2.42, 4.77)  -0.2037
F (-1.55, 0.66, 3.42)  -0.2183
F (-0.09, 1.40, 6.02)  -0.2059
F (-1.58, -0.24, 6.23)  -0.1994
O (-3.81, -4.88, 0.14)  0.1503
O (-1.83, -2.32, 2.92)  0.2006
O (2.74, -3.23, -0.35)  -0.0690
N (-3.06, -2.77, 0.93)  -0.0146
N (-0.17, 3.76, 0.69)  -0.2423
C (-1.43, -4.09, -0.09)  -0.0684
C (0.74, -4.49, -1.17)  -0.0011
C (-0.03, 5.57, -1.11)  -0.0946
C (0.80, 4.16, 3.06)  -0.1159
C (1.31, -0.15, -4.04)  -0.0810
C (-2.94, -4.08, 0.29)  -0.3517
C (-1.96, 0.71, 0.14)  -0.4480
C (-3.14, -1.64, -0.04)  -0.1472
C (-1.89, -2.65, 1.80)  -0.3463
C (2.44, -1.47, -2.13)  -0.3020
C (-0.69, -4.78, -1.10)  0.0084
C (0.20, 5.15, 0.39)  -0.2974
C (3.13, -2.78, -1.66)  -0.1561
C (3.26, -0.17, -1.71)  -0.0661
C (1.45, -2.66, -4.26)  -0.0921
C (0.58, 3.19, 1.85)  -0.2226
C (1.40, -3.55, -0.28)  -0.2449
C (2.25, -1.40, -3.71)  -0.3631
C (-1.60, 3.59, 0.83)  -1.0320
C (0.63, -2.88, 0.77)  0.0977
C (-3.15, -0.23, 0.64)  -0.1960
C (-0.76, -3.16, 0.84)  -0.0386
H (2.50, 0.64, -1.54)  0.0794
H (0.85, -0.36, -5.05)  0.0705
H (1.23, -2.47, -5.34)  0.0733
H (3.95, 0.17, -2.51)  0.0778
H (3.05, -3.64, -2.38)  0.1013
H (1.34, 3.56, 3.84)  0.0842
H (-0.28, 5.91, 1.07)  0.0958
H (0.46, -0.17, -3.31)  0.0839
H (-0.14, 4.50, 3.54)  0.0422
H (1.87, 0.81, -4.05)  0.0745
H (1.60, 2.92, 1.46)  0.1164
H (3.76, -0.30, -0.72)  0.0854
H (-2.29, -1.65, -0.78)  0.1125
H (0.67, 6.41, -1.32)  0.0671
H (0.25, 4.73, -1.79)  0.0722
H (-1.20, -5.49, -1.78)  0.1137
H (4.23, -2.56, -1.59)  0.1370
H (1.30, 5.23, 0.57)  0.1145
H (-1.47, 0.33, -0.79)  0.0542
H (-1.06, 5.95, -1.31)  0.0670
H (1.45, 5.04, 2.83)  0.0615
H (1.11, -2.18, 1.49)  0.1393
H (-4.12, 0.27, 0.38)  0.0965
H (-1.19, 0.79, 0.94)  0.0655
H (-3.09, -0.23, 1.75)  0.1066
H (1.32, -5.00, -1.97)  0.1060
H (3.24, -1.30, -4.21)  0.1328
H (-4.08, -1.78, -0.63)  0.1312
H (1.41, -1.31, -1.71)  0.1294
H (0.53, -2.85, -3.66)  0.0840
H (0.03, 2.29, 2.22)  0.0988
H (2.11, -3.57, -4.24)  0.0643

Results
maximum force: 3.04 eV/Å
net charge: -1
DFT total energy: -79722.39827 eV



This record from the Open Molecules 2025 dataset describes a 6-piece molecular cluster, C33H55Cl10NO7 overall at a distorted geometry. The level of theory is ωB97M-V/def2-TZVPD.

Each line ends with the Löwdin charge.
Atoms and positions in Å:
Cl (1.79, 7.47, -2.87)  0.5260
Cl (-5.03, 3.36, -2.58)  0.5522
Cl (-4.31, -6.77, 4.55)  0.5172
Cl (-0.71, 4.20, -1.63)  0.5471
Cl (-2.76, -4.28, 4.34)  0.6335
Cl (-1.42, 2.32, -3.76)  0.5562
Cl (2.16, 5.49, -5.01)  0.5270
Cl (5.46, 0.64, -3.34)  0.5645
Cl (-7.78, 3.60, -1.59)  0.5102
Cl (5.53, 3.57, -3.41)  0.5419
O (1.81, 4.94, 1.18)  0.1239
O (-0.14, -1.73, 2.59)  0.0192
O (-1.61, -3.13, 0.39)  -0.0631
O (1.83, -4.47, -0.70)  -0.0295
O (2.08, -3.84, 2.66)  0.1660
O (2.80, -2.10, 1.48)  0.0545
O (2.93, 3.87, -0.44)  -0.0809
N (-5.73, -0.94, -0.97)  -0.0058
C (-5.16, -3.24, 2.58)  -0.1378
C (0.89, -1.43, 0.38)  -0.2272
C (-3.23, -2.01, 1.81)  -0.0254
C (-3.57, -4.30, 1.12)  -0.0256
C (1.47, 1.38, 2.26)  -0.1897
C (2.41, 4.97, 0.16)  -0.3698
C (-4.42, -2.05, 2.53)  -0.0941
C (0.47, -2.41, 1.48)  -0.2949
C (-1.19, -0.38, -0.97)  -0.1894
C (-0.16, -0.29, 0.17)  -0.0946
C (-0.94, 3.97, -3.37)  -0.9963
C (1.85, -2.90, 1.96)  -0.4296
C (2.19, -0.82, 0.95)  -0.2337
C (3.61, 0.24, 2.77)  -0.0291
C (-2.36, 0.57, -0.69)  -0.1951
C (2.16, 0.01, 2.26)  -0.2395
C (1.02, -2.14, -0.99)  -0.0654
C (-2.94, -5.83, 5.17)  -0.9834
C (-3.59, 0.22, -1.54)  -0.1994
C (-6.61, 4.12, -2.81)  -1.0116
C (-4.74, -4.35, 1.86)  -0.1378
C (3.23, -0.38, -0.09)  -0.0756
C (5.80, 2.07, -4.32)  -0.9848
C (1.48, 1.97, 3.70)  -0.0791
C (2.38, -3.28, -2.72)  -0.0355
C (-4.90, 0.26, -0.75)  -0.2823
C (-2.80, -3.13, 1.12)  -0.2851
C (3.18, 1.09, -0.59)  -0.1488
C (2.45, 5.89, -3.31)  -1.0452
C (-0.47, -3.56, 1.13)  -0.0760
C (4.40, 1.93, -0.15)  -0.1707
C (2.15, -3.18, -1.20)  -0.4024
C (4.06, 3.34, 0.30)  -0.1766
H (-0.70, -0.06, 1.08)  0.0955
H (4.23, -0.55, 0.30)  0.1173
H (1.21, -1.36, -1.71)  0.1246
H (-1.57, -1.37, -1.16)  0.0932
H (-6.07, -3.31, 3.16)  0.1015
H (-4.72, 0.32, 0.33)  0.0900
H (3.10, -2.90, -0.77)  0.1270
H (2.93, -4.18, -2.98)  0.0830
H (1.44, -3.21, -3.26)  0.0852
H (-0.04, -2.31, 3.36)  0.1144
H (6.83, 2.04, -4.64)  0.0269
H (5.06, 2.02, -1.01)  0.0369
H (2.25, 1.60, -0.37)  0.0890
H (-5.58, -1.30, -1.91)  0.0519
H (-5.31, -5.27, 1.86)  0.0922
H (-3.22, -5.14, 0.54)  0.1192
H (-1.71, 4.65, -3.71)  0.0283
H (1.98, 5.13, -2.69)  -0.0180
H (-3.71, 0.89, -2.40)  0.0459
H (0.43, 1.34, 1.99)  0.0936
H (5.14, 2.07, -5.18)  0.0285
H (0.63, 2.63, 3.83)  0.0720
H (3.52, 5.90, -3.13)  0.0042
H (1.26, -4.93, -1.33)  0.0977
H (-5.50, 1.12, -1.04)  0.0477
H (4.90, 4.03, 0.19)  0.1274
H (2.36, 2.60, 3.84)  0.0678
H (-3.11, -5.64, 6.22)  0.0227
H (-6.99, 3.84, -3.79)  0.0246
H (3.16, -1.00, -0.97)  0.0878
H (4.99, 1.43, 0.61)  0.1051
H (-6.71, -0.70, -0.95)  0.0545
H (0.11, -2.66, -1.23)  0.1251
H (3.63, 0.15, 3.85)  0.0860
H (-6.49, 5.19, -2.74)  0.0238
H (0.01, -4.37, 0.60)  0.1251
H (-2.63, -1.11, 1.77)  0.0977
H (1.70, -0.54, 3.07)  0.1222
H (3.82, 3.32, 1.36)  0.1077
H (0.00, 4.19, -3.88)  -0.0297
H (1.98, 2.12, 1.66)  0.0770
H (0.42, 0.62, -0.03)  0.1062
H (3.94, 1.26, 2.57)  0.0655
H (-4.78, -1.20, 3.09)  0.1045
H (-2.02, 1.60, -0.83)  0.0732
H (-2.67, 0.40, 0.33)  0.0794
H (-3.50, -0.78, -1.97)  0.1030
H (-0.71, -0.03, -1.89)  0.0938
H (4.32, -0.48, 2.39)  0.0813
H (1.47, 1.19, 4.46)  0.0754
H (3.24, 1.06, -1.67)  0.0737
H (2.57, 5.89, -0.40)  0.1246
H (2.96, -2.40, -3.03)  0.0748
H (-0.81, -3.97, 2.08)  0.1174
H (-2.04, -6.40, 5.03)  0.0259

Results
maximum force: 2.26 eV/Å
DFT total energy: -176158.86734 eV
structure (SMILES): CC[C@H](C)[C@@]1(CCCCOC=O)OC(=O)[C@](O)(COc2ccccc2)[C@]1(CCCCCN)C[C@H](C)O.ClCCl.ClCCl.ClCCl.ClCCl.ClCCl



| no. | orbital gap (eV) |
| --- | --- |
| 1 | 7.740 |
| 2 | 8.843 |